(1)
{
  "formula": "C5H10O",
  "method": "ωB97M-V/def2-TZVPD",
  "de_lowest_kcal_mol": 88.1,
  "total_energy_ha": -271.6122,
  "largest_force_ha_per_bohr": 0.077,
  "elements": ["O", "C", "C", "C", "C", "C", "H", "H", "H", "H", "H", "H", "H", "H", "H", "H"],
  "positions_angstrom": [[2.695, 0.002, 0.014], [1.435, -0.352, 0.486], [0.310, 0.112, -0.363], [-0.809, -0.867, -0.074], [-1.872, 0.271, -0.511], [-0.727, 1.255, -0.162], [3.339, -0.203, 0.704], [1.124, -1.734, 0.359], [1.306, -0.096, 1.551], [0.631, 0.091, -1.417], [-0.961, -0.912, 1.012], [-0.187, -1.967, -0.177], [-2.147, 0.309, -1.570], [-2.789, 0.387, 0.090], [-0.780, 1.594, 0.879], [-0.568, 2.111, -0.821]]
}

***

(2)
{
  "formula": "C74H170N14O18",
  "method": "ωB97M-V/def2-TZVPD",
  "total_energy_ha": -5041.7006,
  "largest_force_ha_per_bohr": 0.062,
  "elements": ["C", "C", "C", "C", "N", "H", "H", "H", "H", "H", "H", "H", "C", "C", "C", "C", "N", "H", "H", "H", "H", "H", "H", "H", "C", "C", "C", "C", "N", "H", "H", "H", "H", "H", "H", "H", "C", "C", "C", "C", "N", "H", "H", "H", "H", "H", "H", "H", "C", "C", "C", "C", "N", "H", "H", "H", "H", "H", "H", "H", "C", "O", "C", "C", "N", "C", "C", "O", "C", "H", "H", "H", "H", "H", "H", "H", "H", "H", "H", "H", "H", "H", "H", "H", "C", "O", "C", "C", "N", "C", "C", "O", "C", "H", "H", "H", "H", "H", "H", "H", "H", "H", "H", "H", "H", "H", "H", "H", "C", "O", "C", "C", "N", "C", "C", "O", "C", "H", "H", "H", "H", "H", "H", "H", "H", "H", "H", "H", "H", "H", "H", "H", "C", "O", "C", "C", "N", "C", "C", "O", "C", "H", "H", "H", "H", "H", "H", "H", "H", "H", "H", "H", "H", "H", "H", "H", "C", "O", "C", "C", "N", "C", "C", "O", "C", "H", "H", "H", "H", "H", "H", "H", "H", "H", "H", "H", "H", "H", "H", "H", "C", "O", "C", "C", "N", "C", "C", "O", "C", "H", "H", "H", "H", "H", "H", "H", "H", "H", "H", "H", "H", "H", "H", "H", "C", "O", "C", "C", "N", "C", "C", "O", "C", "H", "H", "H", "H", "H", "H", "H", "H", "H", "H", "H", "H", "H", "H", "H", "C", "O", "C", "C", "N", "C", "C", "O", "C", "H", "H", "H", "H", "H", "H", "H", "H", "H", "H", "H", "H", "H", "H", "H", "C", "O", "C", "C", "N", "C", "C", "O", "C", "H", "H", "H", "H", "H", "H", "H", "H", "H", "H", "H", "H", "H", "H", "H"],
  "positions_angstrom": [[-7.184, 0.081, -3.655], [-7.606, -0.744, -2.420], [-7.741, 0.152, -1.145], [-6.389, 0.498, -0.666], [-5.327, 0.746, -0.279], [-6.273, 0.631, -3.417], [-7.933, 0.854, -3.831], [-6.932, -0.431, -4.583], [-6.835, -1.474, -2.174], [-8.524, -1.314, -2.564], [-8.239, -0.385, -0.338], [-8.286, 1.063, -1.392], [8.635, 0.026, -4.362], [7.653, -0.083, -5.559], [7.705, 1.081, -6.539], [7.252, 2.316, -5.891], [6.873, 3.264, -5.384], [9.630, 0.280, -4.729], [8.765, -0.918, -3.833], [8.395, 0.726, -3.561], [6.629, -0.192, -5.202], [7.746, -0.991, -6.155], [6.889, 0.847, -7.223], [8.648, 1.284, -7.046], [-0.142, 1.241, 11.112], [-1.371, 2.153, 11.303], [-1.623, 3.029, 10.079], [-0.515, 3.976, 9.782], [0.282, 4.741, 9.514], [-0.125, 0.762, 10.133], [-0.120, 0.425, 11.834], [0.833, 1.705, 11.266], [-1.177, 2.805, 12.155], [-2.261, 1.559, 11.510], [-2.531, 3.630, 10.128], [-1.749, 2.388, 9.207], [3.200, 3.779, 1.373], [2.070, 3.106, 2.175], [2.140, 1.573, 2.043], [2.182, 0.985, 0.685], [2.246, 0.487, -0.356], [2.925, 4.833, 1.397], [3.246, 3.492, 0.322], [4.135, 3.604, 1.905], [1.108, 3.417, 1.768], [2.094, 3.448, 3.210], [1.262, 1.071, 2.451], [2.979, 1.159, 2.601], [2.379, 11.839, 2.224], [1.881, 11.480, 3.554], [0.558, 10.787, 3.576], [-0.572, 11.397, 2.840], [-1.482, 11.859, 2.266], [3.282, 12.447, 2.274], [1.562, 12.411, 1.783], [2.552, 11.000, 1.550], [1.836, 12.351, 4.208], [2.688, 10.871, 3.963], [0.156, 10.920, 4.581], [0.620, 9.721, 3.361], [1.478, -12.618, 1.743], [0.837, -11.846, 0.715], [0.191, -12.619, -0.263], [-0.587, -11.700, -1.270], [-1.645, -11.045, -0.538], [-2.415, -10.221, -1.469], [-3.258, -9.167, -0.716], [-2.559, -8.450, 0.259], [-1.796, -7.300, -0.132], [2.175, -12.012, 2.322], [2.071, -13.455, 1.375], [0.693, -13.151, 2.279], [-0.494, -13.285, 0.262], [0.905, -13.259, -0.781], [-0.943, -12.301, -2.107], [0.148, -10.987, -1.643], [-1.282, -10.321, 0.066], [-3.094, -10.873, -2.018], [-1.718, -9.617, -2.050], [-4.162, -9.571, -0.262], [-3.677, -8.508, -1.476], [-2.384, -6.444, 0.200], [-1.505, -7.274, -1.182], [-0.878, -7.244, 0.452], [-4.837, -9.189, -8.111], [-3.626, -9.934, -7.971], [-3.226, -10.875, -8.976], [-1.788, -11.280, -8.927], [-1.003, -10.041, -9.071], [0.360, -10.302, -8.716], [0.913, -8.907, -8.676], [0.409, -8.100, -7.611], [0.653, -6.717, -7.688], [-4.971, -8.453, -7.319], [-5.702, -9.827, -8.291], [-4.754, -8.641, -9.049], [-3.431, -10.524, -9.988], [-3.761, -11.819, -8.872], [-1.527, -11.953, -9.744], [-1.607, -11.788, -7.980], [-1.378, -9.290, -8.511], [0.850, -10.877, -9.501], [0.492, -10.822, -7.767], [0.776, -8.453, -9.657], [1.982, -9.035, -8.504], [0.181, -6.273, -6.811], [0.172, -6.254, -8.549], [1.728, -6.555, -7.615], [-2.469, 8.455, -4.523], [-3.929, 8.506, -4.320], [-4.379, 7.580, -3.366], [-5.852, 7.759, -3.086], [-6.623, 7.545, -4.291], [-7.962, 8.053, -4.234], [-8.004, 9.462, -4.921], [-7.630, 9.528, -6.239], [-7.828, 10.801, -6.827], [-1.840, 8.617, -3.646], [-2.274, 9.254, -5.239], [-2.196, 7.519, -5.008], [-3.873, 7.698, -2.407], [-4.088, 6.620, -3.790], [-6.077, 8.808, -2.895], [-6.228, 7.117, -2.289], [-6.124, 7.975, -5.057], [-8.336, 8.082, -3.210], [-8.550, 7.360, -4.835], [-7.420, 10.167, -4.330], [-9.001, 9.851, -4.718], [-8.900, 10.873, -7.009], [-7.482, 10.825, -7.861], [-7.478, 11.605, -6.180], [6.083, -11.382, -2.991], [5.787, -10.392, -2.057], [6.775, -9.376, -1.987], [6.104, -8.085, -1.471], [5.667, -8.441, -0.070], [4.932, -7.286, 0.375], [4.997, -7.187, 1.947], [4.517, -5.961, 2.454], [4.659, -5.934, 3.888], [7.023, -11.905, -2.812], [6.005, -11.037, -4.022], [5.294, -12.121, -2.853], [7.139, -9.114, -2.980], [7.633, -9.666, -1.380], [5.290, -7.806, -2.140], [6.820, -7.263, -1.485], [5.066, -9.233, -0.249], [3.894, -7.406, 0.064], [5.345, -6.389, -0.085], [5.988, -7.445, 2.319], [4.427, -8.040, 2.315], [4.567, -4.941, 4.329], [5.608, -6.282, 4.296], [3.909, -6.551, 4.383], [6.577, -0.367, 8.665], [7.409, -1.311, 9.364], [7.545, -1.042, 10.775], [8.165, -2.230, 11.560], [7.501, -3.525, 11.222], [8.352, -4.628, 11.760], [7.792, -6.024, 11.440], [7.951, -6.248, 10.060], [7.228, -7.345, 9.544], [6.575, -0.679, 7.621], [6.761, 0.704, 8.750], [5.559, -0.548, 9.012], [6.597, -0.900, 11.294], [8.053, -0.091, 10.937], [8.162, -2.074, 12.638], [9.183, -2.191, 11.173], [7.548, -3.633, 10.219], [8.379, -4.541, 12.846], [9.312, -4.511, 11.257], [6.731, -6.063, 11.684], [8.291, -6.799, 12.022], [6.141, -7.273, 9.585], [7.430, -8.243, 10.127], [7.388, -7.497, 8.476], [-8.608, 1.297, 11.009], [-7.615, 0.648, 10.211], [-7.923, 0.614, 8.828], [-6.739, 0.045, 8.026], [-6.330, -1.329, 8.476], [-5.333, -1.812, 7.595], [-4.799, -3.122, 8.184], [-4.050, -2.937, 9.359], [-3.664, -4.119, 10.054], [-8.809, 2.339, 10.761], [-8.107, 1.355, 11.975], [-9.475, 0.637, 11.047], [-8.117, 1.613, 8.436], [-8.829, 0.021, 8.703], [-5.932, 0.772, 8.125], [-7.117, 0.002, 7.005], [-6.066, -1.346, 9.451], [-4.556, -1.058, 7.469], [-5.802, -1.903, 6.616], [-4.241, -3.683, 7.434], [-5.631, -3.806, 8.354], [-3.005, -4.707, 9.415], [-4.575, -4.687, 10.247], [-3.224, -3.855, 11.016], [2.545, 2.814, -18.432], [2.166, 1.885, -17.505], [2.227, 2.248, -16.107], [1.840, 1.017, -15.243], [1.944, 1.203, -13.768], [1.095, 2.357, -13.340], [1.101, 2.378, -11.858], [0.345, 1.297, -11.400], [0.038, 1.171, -10.024], [1.731, 3.539, -18.446], [2.728, 2.406, -19.426], [3.511, 3.227, -18.145], [1.548, 3.082, -15.932], [3.266, 2.520, -15.921], [2.546, 0.204, -15.412], [0.839, 0.625, -15.419], [1.599, 0.380, -13.296], [0.074, 2.299, -13.717], [1.575, 3.294, -13.620], [0.624, 3.254, -11.420], [2.117, 2.357, -11.463], [-0.502, 2.056, -9.688], [0.969, 1.116, -9.461], [-0.554, 0.271, -9.855], [-8.144, 5.516, 4.346], [-9.197, 4.831, 3.599], [-10.478, 5.527, 3.621], [-11.677, 4.660, 3.023], [-12.946, 5.270, 3.452], [-14.146, 4.369, 3.246], [-14.052, 2.976, 3.941], [-13.256, 2.160, 3.124], [-12.904, 0.919, 3.665], [-8.076, 6.519, 3.924], [-7.180, 5.065, 4.113], [-8.337, 5.549, 5.418], [-10.428, 6.384, 2.950], [-10.771, 5.874, 4.612], [-11.601, 3.656, 3.440], [-11.588, 4.724, 1.938], [-13.047, 6.151, 2.967], [-14.511, 4.385, 2.219], [-14.935, 4.892, 3.786], [-15.063, 2.578, 4.032], [-13.665, 3.090, 4.954], [-12.121, 1.119, 4.397], [-12.530, 0.273, 2.871], [-13.786, 0.447, 4.098], [10.952, 7.065, 2.846], [10.489, 7.858, 1.791], [10.649, 7.221, 0.512], [10.068, 8.162, -0.593], [10.606, 9.501, -0.397], [9.636, 10.521, -0.803], [9.970, 11.843, -0.142], [8.980, 12.831, -0.446], [9.282, 14.108, 0.048], [10.327, 6.178, 2.950], [10.778, 7.594, 3.783], [12.016, 6.829, 2.841], [10.065, 6.303, 0.579], [11.661, 6.912, 0.249], [8.979, 8.183, -0.564], [10.305, 7.745, -1.572], [10.851, 9.545, 0.582], [8.613, 10.165, -0.674], [9.633, 10.744, -1.870], [10.954, 12.200, -0.446], [9.971, 11.723, 0.942], [9.493, 14.117, 1.117], [8.497, 14.851, -0.089], [10.121, 14.535, -0.501]]
}

***

(3)
{
  "formula": "C5H9NO2S",
  "method": "ωB97M-V/def2-TZVPD",
  "de_lowest_kcal_mol": 72.3,
  "total_energy_ha": -799.2436,
  "largest_force_ha_per_bohr": 0.068,
  "elements": ["C", "C", "C", "C", "C", "N", "O", "O", "S", "H", "H", "H", "H", "H", "H", "H", "H", "H"],
  "positions_angstrom": [[1.267, 0.243, 1.566], [0.682, -0.509, -1.240], [-0.138, -1.799, -1.005], [0.090, 0.649, 0.768], [-0.891, 1.355, 1.663], [-0.003, 0.523, -0.542], [2.431, 0.018, 0.867], [1.341, 0.470, 2.768], [0.113, -2.460, 0.655], [1.628, -0.804, -0.929], [0.627, -0.144, -2.198], [-1.300, -1.672, -1.056], [0.015, -2.713, -1.551], [-1.825, 1.001, 1.479], [-1.095, 2.313, 1.269], [-0.498, 1.414, 2.610], [3.096, 0.330, 1.503], [-0.842, 0.763, -0.983]]
}

***

(4)
{
  "formula": "C44H66O33",
  "method": "ωB97M-V/def2-TZVPD",
  "de_lowest_kcal_mol": 1035.9,
  "total_energy_ha": -4197.7166,
  "largest_force_ha_per_bohr": 0.285,
  "elements": ["C", "C", "C", "O", "C", "O", "O", "H", "H", "H", "H", "H", "H", "C", "C", "C", "O", "C", "O", "O", "H", "H", "H", "H", "H", "H", "C", "C", "C", "O", "C", "O", "O", "H", "H", "H", "H", "H", "H", "C", "C", "C", "O", "C", "O", "O", "H", "H", "H", "H", "H", "H", "C", "C", "C", "O", "C", "O", "O", "H", "H", "H", "H", "H", "H", "C", "C", "C", "O", "C", "O", "O", "H", "H", "H", "H", "H", "H", "C", "C", "C", "O", "C", "O", "O", "H", "H", "H", "H", "H", "H", "C", "C", "C", "O", "C", "O", "O", "H", "H", "H", "H", "H", "H", "C", "C", "C", "O", "C", "O", "O", "H", "H", "H", "H", "H", "H", "C", "C", "C", "O", "C", "O", "O", "H", "H", "H", "H", "H", "H", "C", "C", "C", "O", "C", "O", "O", "H", "H", "H", "H", "H", "H"],
  "positions_angstrom": [[-3.099, 3.190, -4.240], [-3.069, 2.677, -2.784], [-2.085, 3.139, -1.870], [-2.676, 4.116, -0.998], [-4.031, 4.019, -1.242], [-4.927, 4.655, -0.565], [-4.258, 3.170, -2.311], [-4.083, 3.522, -4.571], [-3.144, 2.339, -4.920], [-2.310, 3.915, -4.442], [-3.080, 1.588, -2.775], [-1.370, 3.784, -2.381], [-1.573, 2.396, -1.258], [2.209, -1.357, -4.580], [1.843, -0.349, -3.498], [1.602, -1.111, -2.228], [2.271, -0.397, -1.197], [3.012, 0.520, -1.858], [3.664, 1.348, -1.278], [2.982, 0.392, -3.161], [3.034, -1.995, -4.265], [2.278, -0.870, -5.553], [1.374, -2.056, -4.534], [0.982, 0.270, -3.749], [1.927, -2.142, -2.086], [0.530, -1.155, -2.032], [-0.159, -1.896, 3.200], [0.849, -3.118, 3.243], [1.970, -2.959, 2.174], [3.088, -3.087, 3.101], [2.663, -3.408, 4.418], [3.389, -3.805, 5.383], [1.319, -3.382, 4.491], [-0.583, -1.682, 2.219], [0.466, -1.030, 3.414], [-1.026, -1.793, 3.853], [0.226, -3.988, 3.033], [1.925, -2.117, 1.483], [1.971, -3.831, 1.520], [-0.247, 1.217, 1.627], [-0.444, -0.145, 0.927], [-1.079, 0.024, -0.426], [-0.525, -1.175, -0.996], [0.498, -1.612, -0.292], [1.204, -2.544, -0.552], [0.686, -0.901, 0.777], [-1.215, 1.584, 1.970], [0.014, 2.042, 0.964], [0.602, 1.259, 2.308], [-1.071, -0.778, 1.555], [-0.828, 0.933, -0.973], [-2.102, 0.163, -0.075], [2.790, 0.711, 1.173], [3.664, 0.584, 2.468], [3.496, 1.844, 3.287], [2.957, 1.374, 4.490], [2.711, 0.090, 4.429], [2.017, -0.530, 5.249], [3.095, -0.461, 3.166], [3.096, 1.575, 0.583], [1.750, 0.924, 1.421], [2.751, -0.167, 0.527], [4.726, 0.426, 2.278], [2.791, 2.443, 2.710], [4.421, 2.395, 3.453], [-0.098, 3.289, 6.366], [-1.240, 2.573, 5.688], [-1.626, 3.040, 4.267], [-0.805, 2.285, 3.346], [-0.577, 1.106, 3.946], [-0.211, 0.034, 3.397], [-0.892, 1.211, 5.337], [0.858, 3.003, 5.928], [-0.062, 3.180, 7.450], [-0.142, 4.377, 6.328], [-1.990, 2.494, 6.475], [-1.187, 4.038, 4.252], [-2.626, 2.846, 3.878], [3.229, -2.197, 0.044], [4.334, -1.294, -0.544], [4.945, -0.236, 0.364], [6.254, -0.124, -0.224], [6.607, -1.212, -0.632], [7.742, -1.499, -1.082], [5.506, -2.001, -0.652], [2.395, -1.674, 0.512], [3.490, -2.945, 0.792], [2.851, -2.741, -0.822], [4.093, -0.978, -1.559], [5.070, -0.359, 1.440], [4.391, 0.683, 0.174], [1.393, 4.694, -1.693], [1.767, 3.155, -1.889], [1.247, 2.300, -0.747], [0.652, 1.305, -1.374], [0.213, 1.511, -2.636], [-0.837, 1.041, -3.212], [1.012, 2.619, -3.017], [1.763, 5.277, -2.536], [1.840, 5.136, -0.802], [0.313, 4.788, -1.582], [2.845, 3.062, -2.022], [0.571, 2.841, -0.085], [2.177, 1.963, -0.289], [-2.104, -2.176, -2.194], [-2.343, -0.661, -2.534], [-2.204, -0.517, -3.909], [-3.336, 0.283, -4.197], [-4.224, 0.162, -3.315], [-5.445, 0.417, -3.429], [-3.737, -0.453, -2.290], [-2.779, -2.836, -2.739], [-2.354, -2.223, -1.135], [-1.086, -2.565, -2.237], [-1.743, 0.046, -1.962], [-2.351, -1.386, -4.550], [-1.357, 0.138, -4.111], [0.031, -3.826, -2.224], [-0.173, -4.712, -1.016], [0.992, -4.448, -0.059], [0.330, -4.337, 1.135], [-0.976, -4.124, 1.011], [-1.755, -3.826, 1.955], [-1.292, -4.263, -0.314], [1.039, -4.087, -2.548], [-0.061, -2.755, -2.045], [-0.607, -4.125, -3.056], [-0.265, -5.740, -1.365], [1.626, -3.562, -0.050], [1.706, -5.271, -0.047], [-7.092, 0.066, -0.119], [-5.689, 0.093, -0.820], [-4.672, 1.090, -0.731], [-3.491, 0.413, -0.286], [-3.795, -0.834, 0.050], [-3.045, -1.549, 0.757], [-5.016, -1.068, -0.236], [-6.998, 0.160, 0.962], [-7.526, -0.920, -0.290], [-7.861, 0.701, -0.560], [-5.943, -0.176, -1.846], [-4.973, 1.704, 0.118], [-4.555, 1.785, -1.563]]
}